(1)
The following is a DFT calculation (ωB97M-V/def2-TZVPD) of a molecular structure, C26H20ClCuN4OS2Se.

XYZ file:
```
56
Properties=species:S:1:pos:R:3:forces:R:3:mulliken_spin:R:1
Se -2.627187 0.342454 1.753989 0.02 0.06 -0.03 0.0017
Cu 0.577899 -1.153020 0.230880 -0.15 0.08 -0.08 0.0377
Cl -4.419725 -5.516057 -2.533104 0.01 0.02 0.02 0.0000
S 1.766011 -2.811313 -0.864500 -0.03 -0.07 -0.05 0.3340
S 1.974831 -1.299953 2.067815 0.00 0.05 0.13 0.3231
O -1.441715 -1.906203 1.007730 0.06 -0.05 0.02 -0.0031
N -1.097601 -0.292934 -1.151580 0.04 0.03 -0.03 0.0007
N -1.020830 1.056827 1.538738 -0.03 -0.05 0.13 -0.0026
N -3.376431 1.890005 2.232025 0.01 -0.01 0.00 0.0000
N 1.313689 0.774656 -0.677995 0.03 0.04 -0.03 -0.0073
C -2.547665 -3.952204 0.646987 -0.01 -0.01 0.00 -0.0011
C 0.447660 1.521236 -1.405476 -0.02 -0.05 0.03 0.0108
C 2.919180 2.537458 -0.843322 -0.03 -0.01 -0.01 -0.0036
C 3.098357 -2.423821 1.498400 0.07 -0.09 -0.15 0.1381
C -2.431434 2.810178 2.201077 -0.07 0.05 0.04 0.0003
C -2.617111 4.199709 2.500338 0.01 0.00 -0.01 0.0000
C -1.759905 1.718552 -2.364156 0.05 0.05 -0.01 -0.0004
C -1.869977 -1.125218 -1.751652 0.00 0.00 0.03 -0.0093
C -3.247724 -4.791164 -0.173897 0.01 -0.01 0.04 -0.0024
C -2.058031 -2.676126 0.208356 -0.01 -0.03 0.01 0.0334
C 2.049674 3.312039 -1.554818 0.00 -0.02 0.01 -0.0019
C 0.760904 2.816329 -1.858712 0.03 0.10 -0.03 0.0015
C -0.029821 3.264459 1.741631 0.02 0.02 0.01 0.0025
C 2.998882 -3.079271 0.256824 0.06 0.03 0.12 0.1256
C -1.121750 2.340319 1.822325 0.06 -0.01 -0.10 -0.0017
C 2.497183 1.260131 -0.412118 0.02 0.00 0.02 -0.0207
C -2.332684 -2.348766 -1.165630 0.03 0.07 -0.04 -0.0027
C -3.511031 -4.424580 -1.502885 -0.01 0.02 -0.06 0.0003
C -3.059576 -3.230233 -1.986834 -0.02 -0.06 0.02 -0.0037
C -0.254675 4.568734 2.027603 -0.03 0.00 0.01 0.0010
C -0.834858 0.953142 -1.689947 -0.09 -0.05 0.01 -0.0094
C 4.279930 -2.737119 2.391078 -0.02 0.01 0.01 -0.0019
C -0.207827 3.561387 -2.577677 0.00 -0.01 0.01 0.0000
C 4.072959 -4.069106 -0.140171 -0.01 0.02 -0.04 0.0027
C -1.557547 5.039121 2.411101 0.02 -0.02 -0.01 0.0000
C -1.437608 3.018485 -2.812090 -0.01 -0.05 0.02 0.0004
H -2.334641 -4.231205 1.671162 0.01 0.01 0.00 -0.0015
H 0.036133 4.560743 -2.917330 0.01 0.00 0.00 -0.0001
H 2.329612 4.304436 -1.889832 -0.01 0.00 0.00 -0.0001
H -3.255280 -2.954347 -3.017021 0.00 0.01 0.00 0.0001
H 4.925692 -3.549355 -0.590494 0.01 0.00 0.03 0.0095
H -3.605247 -5.746252 0.191011 0.00 0.00 0.00 0.0000
H -2.189272 3.593238 -3.339322 0.00 0.00 0.00 0.0000
H 3.911911 2.887836 -0.594053 0.01 -0.01 0.01 0.0008
H 5.229331 -2.622419 1.860356 0.00 0.00 0.00 0.0036
H 4.450286 -4.644790 0.705485 -0.01 -0.01 0.02 0.0013
H -1.687353 6.092186 2.629400 0.01 0.00 0.00 0.0000
H 3.143718 0.627721 0.188453 0.00 0.00 0.00 0.0309
H 4.278489 -2.072652 3.251554 0.01 0.00 0.00 0.0038
H 0.948409 2.901216 1.452449 -0.02 -0.03 0.00 0.0016
H -2.757655 1.327526 -2.516440 -0.01 0.01 -0.01 0.0001
H 4.238789 -3.767462 2.757120 0.00 0.00 0.00 0.0065
H -2.199485 -0.925840 -2.781781 0.00 0.00 0.00 0.0005
H -3.600011 4.550529 2.786259 -0.01 -0.02 0.00 0.0000
H 0.560567 5.279361 1.967684 -0.01 0.01 0.00 0.0000
H 3.681563 -4.758601 -0.884993 0.01 0.01 -0.01 0.0011
```
Forces are in eV/Å.

Summary:
* net charge: -1
* molar mass: 646.57 g/mol
* HOMO (spin up / spin down): -3.729 / -3.783 eV
* energy above the lowest of the compared OMol25 structures with the same formula, charge and spin: 1.1 kcal per mole
* spin multiplicity: 2
* E_LUMO (spin up / spin down): 2.1 / 2.1 eV

(2)
The following is a DFT calculation (ωB97M-V/def2-TZVPD) of a molecular structure, C26H20N3O2Pd.

XYZ file:
```
52
Properties=species:S:1:pos:R:3:forces:R:3:mulliken_spin:R:1
Pd 0.366866 -0.509404 0.071424 0.13 -0.64 -0.51 1.3344
O 1.644579 -1.988881 -0.618609 -0.17 0.74 0.35 0.2959
O -1.692757 0.249574 0.309241 0.00 -0.05 -0.45 0.1626
N -1.093363 -2.170831 -0.401214 0.61 1.05 0.55 0.1765
N 1.266952 1.372476 0.413751 -0.34 -0.56 -0.03 0.6064
N -2.330093 -1.794919 -0.493368 -0.60 -0.94 -0.31 0.4228
C 2.826472 0.160895 1.772529 -0.14 0.12 -0.15 0.1246
C 4.889201 1.783945 0.839259 0.04 0.02 0.01 -0.0680
C 0.552272 -5.389058 0.172881 0.05 -0.20 0.06 -0.0027
C -5.218292 1.994694 -1.106102 0.02 0.07 0.03 -0.0055
C -6.254455 1.157185 -1.502696 0.07 -0.01 0.00 0.0238
C 2.853412 -3.798979 0.233523 -0.02 0.27 -0.17 -0.0047
C 3.601685 2.024755 0.411119 -0.12 0.00 -0.03 0.1397
C -0.414839 5.009605 -0.673791 -0.02 -0.01 -0.02 0.1449
C -4.015900 1.456673 -0.689758 0.04 -0.06 0.04 0.0101
C -2.543810 -0.468437 -0.270562 0.32 0.53 0.42 0.0122
C -0.841159 -3.465359 -0.316110 -0.06 -0.61 -0.10 0.0602
C -3.839211 0.071225 -0.684372 -0.12 0.04 0.00 0.0196
C 2.545636 1.210076 0.868598 0.35 0.21 0.32 -0.0171
C -4.880761 -0.769063 -1.083581 0.08 -0.02 -0.01 0.0300
C -6.084793 -0.221193 -1.486531 -0.11 0.01 -0.01 -0.0121
C 0.434026 -4.009399 -0.140549 0.21 0.61 0.05 0.0791
C 1.041201 3.754806 0.768814 0.05 -0.08 0.03 0.1473
C -0.150453 2.653423 -1.040490 0.12 -0.16 0.18 0.1113
C 0.452791 4.950205 0.410644 -0.01 0.08 -0.01 -0.0640
C 2.901825 -5.117468 0.583717 -0.14 -0.02 -0.02 0.0641
C 5.151005 0.756943 1.741386 -0.01 -0.03 -0.02 0.1596
C 1.745376 -5.932943 0.532767 -0.11 -0.09 -0.01 0.0367
C 0.740932 2.583621 0.049122 -0.04 0.36 -0.20 -0.0167
C 1.635282 -3.193879 -0.176175 -0.11 -0.75 0.03 0.1294
C -0.706550 3.859029 -1.403744 -0.03 0.06 0.02 -0.0602
C 4.114674 -0.049470 2.208500 0.10 -0.02 0.00 -0.0560
H -5.351749 3.068367 -1.113892 -0.02 -0.01 -0.01 0.0001
H -3.201097 2.089398 -0.364301 0.00 0.03 -0.01 0.0016
H -0.339059 -6.003810 0.141428 -0.02 0.04 0.05 -0.0014
H 4.326797 -0.837137 2.918896 -0.04 0.00 0.00 -0.0011
H -1.694433 -4.142122 -0.319373 -0.04 0.10 -0.07 0.0010
H 0.661487 5.843964 0.982804 0.01 -0.01 0.01 -0.0004
H -4.739732 -1.840187 -1.065515 -0.01 0.01 0.00 0.0026
H 6.164499 0.576238 2.073062 -0.01 0.01 0.01 0.0068
H -6.899476 -0.868106 -1.782621 0.02 -0.01 -0.02 -0.0002
H 1.806335 -6.979668 0.794183 0.04 0.01 -0.01 0.0026
H 3.734303 -3.170542 0.234777 0.02 -0.04 0.00 -0.0023
H 3.390065 2.797412 -0.316648 0.03 0.00 0.02 0.0028
H 5.699489 2.392224 0.460735 0.00 0.00 0.02 -0.0006
H 2.004665 -0.437449 2.152287 0.02 -0.03 0.04 -0.0040
H 1.692939 3.696353 1.631400 -0.01 0.00 -0.02 0.0018
H -7.194815 1.584253 -1.824778 -0.01 -0.02 0.01 0.0010
H -1.376007 3.915530 -2.251913 0.03 -0.03 -0.01 -0.0013
H -0.348668 1.750648 -1.602888 -0.09 0.00 -0.02 -0.0028
H 3.838667 -5.555361 0.903189 0.02 0.03 -0.03 0.0035
H -0.871965 5.950146 -0.950451 0.02 0.00 0.01 0.0062
```
Forces are in eV/Å.

Summary:
* net charge: +1
* molar mass: 512.88 g/mol
* HOMO (spin up / spin down): -10.989 / -11.493 eV
* spin multiplicity: 5
* E_LUMO (spin up / spin down): -3.3 / -5.7 eV

(3)
The following is a DFT calculation (ωB97M-V/def2-TZVPD) of a molecular structure, C26H20N8OOsS2.

XYZ file:
```
58
Properties=species:S:1:pos:R:3:forces:R:3:mulliken_spin:R:1
Os -2.185275 -1.208192 1.056688 0.03 0.04 -0.08 2.5437
S -1.819868 -2.858127 2.486397 0.00 -0.05 0.00 0.3570
S -0.284096 -1.854124 -0.710051 0.02 0.00 0.04 0.1786
O 0.889130 2.367308 -1.082520 -0.02 -0.01 0.01 -0.0023
N -4.020786 1.679949 -1.409365 -0.05 -0.04 0.00 0.0024
N 1.898061 -2.197128 1.117518 -0.01 0.14 0.08 0.0402
N -3.363294 0.270413 0.088849 -0.05 0.00 0.07 0.0574
N 1.917324 -2.908604 0.106018 -0.12 -0.10 -0.05 0.0690
N 1.653320 4.225539 -1.985627 0.00 0.00 0.03 0.0000
N 2.512289 3.850095 -0.962981 -0.01 -0.01 -0.02 0.0000
N -0.276962 -1.224412 0.880673 -0.04 -0.02 -0.03 0.0146
N -4.229347 2.297212 -0.223350 0.07 0.08 0.01 0.0010
C 2.033524 2.769132 -0.465363 0.01 0.03 0.00 0.0007
C -3.515429 0.479155 -1.227004 0.04 0.02 -0.01 -0.0281
C 0.417431 -3.995892 3.405027 -0.02 0.10 -0.04 0.2998
C 0.580162 -3.423137 -0.263186 0.05 0.04 -0.02 0.0294
C -1.508526 3.810462 -4.984967 -0.01 0.00 0.00 0.0000
C 0.121130 -4.160310 0.945905 0.00 0.04 -0.10 0.1994
C 3.087855 -0.122107 1.682594 0.01 -0.01 0.00 0.0041
C 0.720078 3.344350 -2.021569 0.02 0.01 -0.02 0.0004
C -2.802917 2.858166 -3.190860 0.00 0.01 0.02 0.0001
C -4.155299 2.423328 -2.663841 -0.01 -0.01 0.00 -0.0003
C 2.544097 0.596299 0.623625 0.00 0.02 0.00 -0.0015
C -0.375613 3.808006 -4.185090 0.00 0.00 0.01 0.0001
C 3.162818 -1.625342 1.633636 -0.03 -0.06 0.02 -0.0024
C 0.148704 -5.522859 1.034530 -0.01 -0.04 0.01 -0.0538
C -3.826805 1.436295 0.660154 -0.05 -0.03 -0.01 -0.0099
C -0.003771 -3.309545 2.155741 0.06 0.02 0.06 0.0492
C 3.179572 2.652009 1.710325 0.00 -0.01 0.01 -0.0006
C 3.653092 0.544930 2.763761 0.00 0.02 0.00 0.0003
C -2.714479 3.334242 -4.495052 0.00 0.01 -0.01 0.0001
C 3.710338 1.930945 2.767667 -0.01 -0.01 -0.01 0.0009
C 0.432119 -5.348550 3.453990 -0.01 -0.14 0.00 -0.0613
C 2.579193 1.985759 0.645198 0.00 -0.02 0.00 -0.0004
C 0.620823 -1.938629 1.814475 0.09 -0.06 -0.02 -0.0234
C -1.670210 2.846572 -2.391277 -0.01 -0.01 -0.02 0.0015
C -0.457422 3.314183 -2.889468 -0.01 0.00 0.00 -0.0003
C 0.207766 -6.136332 2.293437 -0.01 0.05 0.06 0.3432
H -1.451135 4.186359 -5.997011 0.00 0.00 0.00 0.0000
H -3.250112 -0.199931 -2.020836 -0.01 0.00 0.00 -0.0050
H 3.939947 -2.006017 0.972415 0.01 0.01 0.00 -0.0001
H 2.125336 0.093513 -0.241447 0.00 0.00 0.00 -0.0041
H 0.559524 -3.397269 4.296805 -0.01 0.01 0.00 0.0110
H 0.189981 -7.214282 2.362216 0.01 0.00 0.04 0.0071
H -3.593446 3.345675 -5.128501 0.00 0.00 0.00 0.0000
H 4.170228 2.449172 3.597538 0.00 0.00 0.00 0.0000
H 0.686641 -4.028751 -1.158018 0.02 -0.01 0.01 0.0061
H 3.300556 -2.050191 2.631069 0.02 0.01 0.00 0.0030
H 0.813184 -1.306826 2.678606 0.00 0.00 0.00 -0.0290
H 3.222159 3.732716 1.699305 0.00 0.00 0.00 -0.0001
H -3.861921 1.614110 1.722384 -0.01 0.00 0.00 -0.0015
H -4.786578 3.277278 -2.423511 0.00 0.00 -0.02 0.0004
H -1.712048 2.519944 -1.359091 0.01 0.00 0.00 0.0003
H 0.628127 -5.840359 4.397305 0.00 -0.03 -0.02 -0.0006
H 0.203113 -6.132855 0.140925 -0.01 0.02 -0.02 0.0042
H 0.568117 4.184810 -4.554886 0.00 0.00 0.00 0.0000
H -4.685527 1.796468 -3.379852 0.02 -0.01 -0.01 -0.0001
H 4.075125 -0.014623 3.589945 0.00 0.00 0.00 -0.0003
```
Forces are in eV/Å.

Summary:
* net charge: +2
* molar mass: 714.87 g/mol
* HOMO (spin up / spin down): -13.608 / -13.607 eV
* energy above the lowest of the compared OMol25 structures with the same formula, charge and spin: 101.9 kcal per mole
* spin multiplicity: 5
* E_LUMO (spin up / spin down): -7.9 / -8.4 eV